Entry 1:
Density functional theory data (ωB97M-V/def2-TZVPD) for a cluster of 2 separate species, H5NOSSi in total at a distorted geometry.

**HOMO energy**: -8.952 eV
**Energy relative to the best compared isomer or geometry (same formula, charge and spin)**: 55.7 kcal per mole
**E**: -820.6789 Ha
**Lowest unoccupied orbital energy**: -0.2 eV
**F_max**: 0.0550 Eh/bohr

The geometry in ORCA input format:
```
! wB97M-V def2-TZVPD RIJCOSX def2/J DEFGRID3
* xyz 0 1
S -3.1288 0.6030 0.3505
Si -1.4161 -0.5073 0.0868
O 1.9725 1.5510 0.3877
N -0.3075 -1.2241 -1.0060
H 1.0199 1.4907 0.6098
H -0.4857 -1.4977 -1.9910
H -0.9298 -0.8184 1.4033
H 0.7558 -1.0363 -0.9945
H 2.5196 1.4390 1.1535
*
```


Entry 2:
Density functional theory data (ωB97M-V/def2-TZVPD) for a cluster of 3 separate species, H5O2S in total.

**HOMO energy**: -3.030 eV
**Energy relative to the best compared isomer or geometry (same formula, charge and spin)**: 8.7 kcal per mole
**E**: -551.7081 Ha
**Lowest unoccupied orbital energy**: 3.9 eV
**F_max**: 0.0074 Eh/bohr

The geometry in ORCA input format:
```
! wB97M-V def2-TZVPD RIJCOSX def2/J DEFGRID3
* xyz -1 1
S -1.7946 -1.0237 -0.5345
O 0.5642 1.7395 2.5657
O 0.4044 -0.1638 -2.7526
H -0.1875 -0.3658 -1.9899
H -0.1555 1.1380 2.3278
H -1.1947 -1.5894 0.5244
H 1.0392 -0.8844 -2.7167
H 1.3246 1.1496 2.5758
*
```


Entry 3:
Density functional theory data (ωB97M-V/def2-TZVPD) for a cluster of 2 separate species, H5PSi in total at a distorted geometry.

**HOMO energy (alpha / beta)**: -7.690 / -8.517 eV
**Energy relative to the best compared isomer or geometry (same formula, charge and spin)**: 68.4 kcal per mole
**E**: -633.6828 Ha
**Lowest unoccupied orbital energy (alpha / beta)**: -1.1 / -0.8 eV
**F_max**: 0.0629 Eh/bohr

The geometry in ORCA input format:
```
! wB97M-V def2-TZVPD RIJCOSX def2/J DEFGRID3
* xyz 0 1
P 2.0939 0.2527 0.1997
Si -1.4697 0.1439 0.2436
H 2.0792 -1.1032 -0.1171
H -1.3805 -0.7525 -1.0355
H 2.4429 0.5909 -1.0880
H -1.4198 -0.3493 1.6420
H -2.3462 1.2174 0.1552
*
```


Entry 4:
Density functional theory data (ωB97M-V/def2-TZVPD) for a cluster of 30 separate species, H60O30 in total at a distorted geometry.

**HOMO energy**: -9.339 eV
**Energy relative to the best compared isomer or geometry (same formula, charge and spin)**: 90.0 kcal per mole
**E**: -2293.2079 Ha
**Lowest unoccupied orbital energy**: -0.8 eV
**F_max**: 0.0617 Eh/bohr

The geometry in ORCA input format:
```
! wB97M-V def2-TZVPD RIJCOSX def2/J DEFGRID3
* xyz 0 1
O -3.8673 3.4119 -1.4835
O 2.5531 1.8983 -1.8671
O -2.4188 3.5197 0.8551
O -0.5959 -5.1292 -1.4593
O 2.0357 0.1330 3.2840
O -0.1793 0.2635 -2.1653
O -4.8464 -0.9349 -1.6077
O 1.0217 1.6745 5.6260
O -1.4994 0.4635 5.2924
O 3.2949 3.4081 1.9146
O -2.1703 1.9470 -3.3836
O 1.4692 4.4212 -2.7654
O -3.9319 -0.6963 1.1159
O 0.2424 4.4564 0.6740
O -2.2923 1.0979 2.4950
O 4.4800 0.9923 2.1596
O 4.7561 -1.7960 0.1990
O 0.4644 0.2426 -4.8461
O 3.8178 -1.2349 -2.2027
O 0.0527 -3.9824 2.4522
O 5.1747 1.3601 -0.4535
O -0.1409 -0.3552 1.7038
O -5.7852 1.3368 2.0899
O -2.8473 -3.2374 1.8294
O -0.5857 -3.2763 -3.7134
O 2.8745 -2.7387 1.8837
O -0.7314 -2.1620 -0.5962
O 1.0446 1.9074 0.7420
O 1.8467 -2.8827 -1.1243
O -3.1381 -2.4854 -3.2504
H 0.7092 1.0936 1.1537
H -1.4702 2.5544 -3.1880
H -1.9051 -3.5106 1.8196
H -3.6308 -3.2775 -3.3259
H 0.7929 4.2659 -3.4380
H 5.3109 0.4973 2.2847
H 0.6467 3.6156 0.5125
H 1.1219 2.5477 5.2550
H -0.3871 0.4787 -5.2049
H -5.2308 0.5349 1.8403
H -3.5072 -2.0503 -2.4258
H -5.9406 1.8833 1.2713
H 0.4393 0.2683 -3.9009
H -4.9704 -0.1128 -2.1066
H -5.7783 -1.1285 -1.4889
H 4.4421 1.1955 -1.1107
H -1.5098 -3.0078 -3.5220
H 0.4809 -3.6532 3.2860
H 1.3310 0.0507 2.6113
H -0.0855 -5.6767 -2.0384
H 3.8906 2.6680 1.9386
H -0.9381 0.0433 2.0545
H -2.3209 1.9828 2.0957
H -2.8270 0.4558 1.9887
H 3.6762 0.5418 2.5588
H 3.6845 -2.3379 1.4587
H 4.8345 1.0610 0.4017
H 0.6102 5.0575 0.0446
H 0.1007 -2.5886 -0.5923
H -4.0862 -0.7064 0.1642
H -2.1202 1.7981 -4.3299
H 2.1683 2.6565 -2.2545
H 2.4614 1.1704 -2.5176
H -0.1355 -0.6162 -1.8633
H -0.6196 0.9670 5.3348
H -4.1087 4.2165 -1.9596
H 2.3288 -3.7076 -1.3802
H -2.7934 3.1624 0.0388
H -0.1987 -5.3512 -0.5787
H 2.4096 -2.1746 -1.4583
H 1.5712 0.3706 4.0980
H -0.4575 -1.0066 1.0813
H -0.4420 -4.8078 2.6390
H 5.5975 -1.3316 0.2256
H -1.5239 3.8339 0.6553
H 4.4350 -0.5122 -2.3308
H -1.7531 0.5483 4.3909
H -3.3769 2.9387 -2.1909
H -1.1028 0.5832 -2.1235
H -1.4806 -2.7545 -0.7857
H 2.4937 3.0175 1.4622
H 4.4422 -1.7134 -0.7048
H -3.2458 -3.7109 1.0676
H 2.2533 -2.8186 1.1825
H 1.6288 1.6196 0.0205
H 2.1568 4.8029 -3.2835
H -3.6002 -1.6261 1.2871
H -0.1296 -3.4998 -2.8087
H 3.9216 -1.8383 -2.9856
H 1.6384 1.4156 6.2763
*
```


Entry 5:
Density functional theory data (ωB97M-V/def2-TZVPD) for a cluster of 30 separate species, H60O30 in total at a distorted geometry.

**HOMO energy**: -11.035 eV
**Energy relative to the best compared isomer or geometry (same formula, charge and spin)**: 28.4 kcal per mole
**E**: -2293.3061 Ha
**Lowest unoccupied orbital energy**: 0.0 eV
**F_max**: 0.0433 Eh/bohr

The geometry in ORCA input format:
```
! wB97M-V def2-TZVPD RIJCOSX def2/J DEFGRID3
* xyz 0 1
O 1.8260 1.6072 -2.8240
O 2.2211 -4.0683 -0.3186
O 2.9673 -0.1233 2.6148
O 0.1782 1.9880 4.5547
O -1.7869 -2.6421 -0.3382
O -0.3084 -0.7814 4.7460
O -0.4606 -0.0604 -5.2096
O -0.6087 0.7077 -2.4133
O 0.7456 -4.9843 2.0409
O 0.0604 4.7283 -2.2856
O 2.3994 5.0591 3.2406
O 0.7268 0.1553 -0.0039
O 2.0248 3.1754 -0.6255
O -4.1962 -0.8987 1.9675
O 4.4545 0.4330 -2.5498
O -1.5563 -3.7555 2.3667
O -4.5075 -2.6814 -0.2407
O 3.7157 -1.2049 -0.0299
O 5.6236 1.2245 -0.1506
O -1.2959 -5.5643 -0.3722
O -1.2222 -0.8102 2.0922
O -1.1761 -2.1260 -2.9635
O 0.6694 -4.5422 -2.2964
O 3.4143 2.4839 1.6844
O -0.5687 3.9752 2.7925
O -0.7684 2.7811 0.2527
O -3.0052 1.0381 -4.9976
O -2.2838 2.7709 -2.5998
O -2.6440 1.7482 3.7658
O -3.9332 0.6663 -0.9245
H -4.1872 -0.0240 1.5747
H -0.7195 -5.6322 -1.1233
H -0.5480 2.0062 5.1511
H -3.1358 2.0942 3.0078
H -4.2095 1.4550 -1.4142
H -0.3380 3.2085 3.3554
H -4.3321 -1.5414 1.2180
H -4.7517 -2.4378 -1.1245
H 2.9117 -0.9704 2.1686
H -0.6779 -0.6621 1.2964
H -0.1439 -4.6172 2.1927
H -0.7168 -3.0255 -2.9453
H -3.5432 -2.7147 -0.3029
H -0.9358 -1.3701 5.1837
H -0.7882 3.3116 1.0597
H -1.4967 2.9236 -0.3445
H -0.8484 -6.0747 0.3639
H 1.2025 -5.0081 -2.9636
H 4.4653 -0.1180 -3.3478
H -1.4608 -2.7979 2.4215
H 3.4809 1.6698 2.1559
H -1.7806 -2.2321 -3.6822
H 1.0732 3.1568 -0.5736
H -1.3030 -3.4927 -0.2816
H 0.3177 0.9951 -2.5440
H 2.7128 4.5211 3.9702
H 2.3020 -0.0770 3.3274
H -0.6630 0.8276 -5.5349
H -1.1784 4.4503 3.3912
H -2.5831 1.4689 -4.2465
H 2.9247 3.1118 2.2325
H -2.1466 -0.7234 1.8010
H -0.7448 -0.1377 -2.8596
H -1.4367 2.2882 -2.6209
H 2.7902 -0.9253 0.0451
H 0.3243 5.5157 -1.7533
H 1.5039 4.7023 3.0926
H -3.0463 0.6278 -1.3209
H 0.7270 -5.8007 2.6146
H 0.0826 1.0830 4.2546
H 2.3156 2.8749 0.2717
H 0.8329 4.1466 -2.2504
H 5.3441 0.6020 -2.1990
H 1.2915 -4.1573 -1.6398
H 5.3363 0.4051 0.3279
H -0.6927 -0.6652 3.8768
H 4.8693 1.8309 -0.0580
H -3.8699 1.4770 -4.9574
H -1.4721 -2.1681 -1.1114
H -2.2225 3.5160 -3.1727
H 0.2388 0.0926 -0.8640
H 3.9839 -0.8824 -0.9051
H 0.3948 0.9359 0.4206
H -2.3309 -3.9356 1.8240
H -2.0328 1.1656 3.3473
H -0.7853 -0.6539 -5.8770
H 2.5149 1.8335 -3.4173
H 1.7764 -4.4873 0.4656
H 2.6145 -3.2266 0.0058
H 2.0849 1.9624 -1.9580
*
```


Entry 6:
Density functional theory data (ωB97M-V/def2-TZVPD) for a cluster of 31 separate species, H62O31 in total at a distorted geometry.

**HOMO energy**: -10.868 eV
**Energy relative to the best compared isomer or geometry (same formula, charge and spin)**: 14.2 kcal per mole
**E**: -2369.7765 Ha
**Lowest unoccupied orbital energy**: -0.1 eV
**F_max**: 0.0552 Eh/bohr

The geometry in ORCA input format:
```
! wB97M-V def2-TZVPD RIJCOSX def2/J DEFGRID3
* xyz 0 1
O -4.2483 -0.0197 -1.9257
O 1.8638 -5.3095 2.3067
O -2.8035 -1.0233 -4.0276
O 0.2403 -2.8496 1.5543
O 1.0067 -2.0459 -2.5157
O -2.7115 2.6233 -1.3423
O 1.0993 -4.0063 4.4201
O -3.2036 -2.4427 -0.1448
O 0.8228 -5.2202 -0.1004
O 3.9472 -1.1268 -2.2470
O -1.5674 -3.4634 3.4048
O -0.5990 0.2950 -3.5719
O 3.9635 2.9991 -1.3446
O -0.8874 3.7831 1.0982
O 1.7473 2.7881 2.1767
O 2.2881 -1.4202 3.4902
O 0.2426 2.0045 -1.1474
O 0.3665 0.2709 3.9049
O -3.6360 -3.6837 -2.9569
O 0.8178 -0.6287 0.0279
O -2.0897 -0.6332 3.5176
O 3.0662 0.9792 0.4820
O 4.8372 0.1901 2.6746
O -3.7072 -4.3413 1.8027
O 1.9112 3.9558 -3.3119
O -2.8454 0.0669 0.9181
O -1.8153 4.2782 -3.6038
O -1.0711 6.7880 -1.8051
O -1.1052 -4.4658 -2.0640
O 3.8203 4.9114 1.2610
O 0.9442 5.1447 -0.6953
H 1.5230 -5.0476 -0.7329
H 1.9447 2.0833 1.5324
H -0.3470 6.3908 -1.3158
H 2.2075 -1.9477 2.6687
H 3.3733 4.1320 1.6028
H 0.3521 -3.5475 0.8820
H -2.4020 2.9669 -2.1828
H -1.1141 -0.3905 3.7190
H -0.5053 -2.9558 2.1433
H -0.7623 -4.9501 -1.3008
H -1.4514 4.5395 1.3217
H 1.2859 -5.5970 0.6332
H 3.8351 -0.1941 -2.1419
H 1.2536 -0.1526 3.6328
H 0.5522 -1.3527 0.6789
H -2.2409 0.6852 0.4476
H 0.1231 -4.0127 4.4058
H 0.3377 4.5940 -0.0855
H 0.5387 -1.2468 -2.7502
H 1.6624 4.4232 -2.4912
H -2.5741 -0.0841 1.8816
H 4.2982 5.3163 1.9918
H -2.6297 -0.2345 4.2137
H 1.6627 5.4806 -0.1423
H -4.1696 -0.9479 -1.5506
H 3.3120 1.6394 -0.2092
H 1.5928 -4.7257 3.0571
H -1.5364 3.3346 0.5219
H 1.2188 -3.0726 4.3162
H -3.5247 -0.6280 -3.4941
H -0.4710 -3.6969 -2.0393
H -2.8795 -3.8708 -3.5501
H -2.3352 -2.8530 -0.3122
H -1.3837 7.6068 -1.3698
H 2.3549 -6.0438 2.6185
H 1.0492 2.0926 -1.7212
H -3.7985 -3.8192 0.9887
H -3.2091 -4.0349 -2.1798
H -1.4730 -0.0721 -3.9577
H -2.4245 -3.7586 2.9823
H -1.8735 5.1436 -3.1092
H -2.9502 -1.6742 0.3897
H 1.2675 -1.8843 -1.6130
H -0.5432 1.9803 -1.7814
H 4.4132 0.7839 2.0404
H -1.8314 -2.6274 3.8930
H 3.2166 -1.0876 3.3674
H 0.4294 0.9644 3.2375
H 4.2153 3.8316 -0.9280
H -2.8311 -1.9251 -3.8415
H -4.5578 -4.7426 1.9019
H 5.3844 -0.3135 2.0695
H 2.3150 0.4285 0.2280
H -2.9400 1.7354 -1.5872
H 0.7751 2.9859 2.1360
H -5.1337 0.3294 -1.6751
H -0.0889 0.6101 -4.3441
H 0.1615 0.0980 -0.1452
H 3.4105 3.2172 -2.0923
H 1.8828 4.6208 -3.9878
H 3.1341 -1.4686 -2.5734
H -1.7958 4.5477 -4.5335
*
```


Entry 7:
Density functional theory data (ωB97M-V/def2-TZVPD) for a cluster of 32 separate species, H64O32 in total at a distorted geometry.

**HOMO energy**: -10.733 eV
**Energy relative to the best compared isomer or geometry (same formula, charge and spin)**: 28.2 kcal per mole
**E**: -2446.2135 Ha
**Lowest unoccupied orbital energy**: 0.1 eV
**F_max**: 0.0748 Eh/bohr

The geometry in ORCA input format:
```
! wB97M-V def2-TZVPD RIJCOSX def2/J DEFGRID3
* xyz 0 1
O -0.1046 -2.1084 -1.5654
O 3.5615 0.2441 -1.5105
O 0.4960 -0.2080 2.7752
O -2.4389 -3.1624 -2.3242
O -2.9112 1.1659 -0.6950
O 1.1835 -1.5436 5.1247
O -0.1371 -3.0153 2.5127
O 3.5421 -1.9554 0.5200
O 1.9920 5.1640 1.9164
O 0.3059 1.7787 -0.5123
O -2.5005 2.0867 2.8297
O -3.6361 -2.5241 -5.8973
O -3.1779 -3.7450 2.7204
O -2.1071 -1.2404 4.1271
O 5.1632 1.4343 2.6094
O 2.5083 1.0826 4.9011
O -3.6005 -1.1686 -3.5863
O -4.8868 1.9670 0.8295
O 4.8684 -0.1424 4.9348
O 2.6993 0.8238 1.5353
O -5.1978 -0.9651 -1.4260
O -1.1424 -4.0763 -5.1976
O 2.1848 3.6462 -0.6721
O 1.1710 0.1690 -2.7080
O -2.2068 1.2885 -4.3473
O -0.4852 -0.9157 -4.7812
O 4.4532 4.3376 2.2864
O -3.5502 -2.7179 0.0908
O -0.2404 3.6662 1.7965
O 4.8645 3.9280 -0.3409
O -1.5478 -1.1062 0.5675
O 1.6409 -1.3574 -6.6881
H 1.4408 -2.4611 5.1766
H -1.3727 -4.1128 -4.2731
H 0.0649 -0.6044 -4.0591
H 3.4943 4.6742 2.3320
H -2.7306 -2.8165 -5.9577
H 2.1826 -1.1857 -5.8980
H -3.1864 -0.3722 -3.9192
H 5.7923 3.8021 -0.5596
H 4.8664 4.1754 0.6176
H -0.5729 1.9558 -0.8819
H -0.5963 -2.3278 2.0602
H -5.5788 2.3681 0.2449
H 6.0311 1.4754 2.2485
H -2.3308 0.3979 -0.3496
H -1.5028 0.7295 -4.6500
H 3.2595 -0.4147 -0.8858
H 2.3432 1.6521 1.1891
H 0.4779 0.5315 -2.0811
H -0.8864 -1.4658 -0.0749
H -2.4714 1.1129 2.7910
H 1.0594 -1.3016 4.1792
H -4.7309 -1.1259 -2.2337
H -3.6760 -3.1485 0.9233
H -3.4299 0.7962 -1.4364
H 2.0528 0.4141 -2.3886
H 1.1731 4.6516 2.0125
H -0.3040 0.0337 2.3365
H -1.9232 2.1452 -4.0599
H -4.3233 -2.2483 -0.2094
H 1.8624 0.4256 5.2339
H -0.7617 -1.8456 -4.6963
H 3.2810 -1.1771 1.0270
H -6.1255 -0.7242 -1.4721
H -2.6870 -2.3102 -2.7123
H -0.2310 -3.8519 2.0031
H -2.8480 -4.4630 3.3060
H 1.8464 5.9409 2.4398
H 4.4163 3.4643 2.7732
H -2.7441 -3.1363 -1.3776
H 2.0759 4.5704 -0.3606
H -0.9165 3.2582 2.3770
H -3.2249 2.2468 2.1618
H 3.5759 1.0719 1.9837
H 3.9809 0.2215 5.1055
H 0.4971 -1.7193 -2.1512
H -2.5056 -1.0551 5.0410
H 0.9255 2.4596 -0.9032
H -4.1794 -3.0121 -6.5687
H 0.7720 -1.0692 -6.3655
H 1.1302 0.1379 2.1683
H -1.1971 -1.5829 4.4481
H 2.4187 1.1105 3.9481
H -3.7414 -1.7295 -4.3449
H -0.8951 -2.4391 -2.0226
H 3.0782 3.5922 -0.9751
H -2.8873 -2.9095 3.2041
H 3.9872 0.8805 -0.8956
H -4.1722 1.7164 0.1841
H 5.2921 0.7793 3.3668
H -0.1852 3.1196 0.9591
H -2.2190 -1.7181 0.4551
H 2.7880 -2.5756 0.5961
H 4.8738 -0.9390 5.4630
H -0.6655 -4.8987 -5.4180
*
```